[1]
{"formula": "C5H8FNiO4", "method": "wB97M-V/def2-TZVPD", "species": ["Ni", "F", "O", "O", "O", "O", "C", "C", "C", "C", "C", "H", "H", "H", "H", "H", "H", "H", "H"], "xyz": [[2.0444, 1.6563, 0.0587], [-0.9982, 1.4572, 4.6953], [0.1930, 1.9918, 0.8121], [-0.5099, 0.1647, 1.9145], [1.5924, -0.0335, 0.1499], [0.4739, 1.7798, 3.0325], [2.4308, -2.2591, -0.3202], [1.9942, -1.2308, 0.7161], [0.0556, 0.8884, 4.0342], [-0.3775, -0.3419, 3.2451], [0.1207, 1.3180, 1.8261], [1.6230, -2.4529, -1.0423], [3.3083, -1.8940, -0.8755], [1.1596, -1.6653, 1.3090], [-1.3383, -0.7390, 3.5840], [2.6975, -3.2127, 0.1601], [0.3965, -1.1178, 3.2517], [0.8679, 0.7355, 4.7517], [2.8279, -1.0788, 1.4335]], "forces_ev_per_a": [[1.2, 1.5, -0.7], [0.1, -0.1, -0.1], [-0.2, -0.2, 1.1], [0.0, -0.3, 0.0], [-0.2, -1.8, 0.3], [0.7, 0.0, 0.1], [0.1, -0.1, -0.2], [0.3, -0.4, 0.2], [0.0, -0.2, 0.2], [0.0, -0.1, 0.2], [-1.7, 1.0, -0.8], [0.2, 0.1, 0.2], [-0.3, -0.1, 0.2], [0.2, 0.1, -0.3], [0.2, 0.1, -0.1], [-0.1, 0.3, -0.1], [-0.2, 0.1, 0.0], [-0.2, 0.1, -0.2], [-0.2, 0.0, -0.2]], "lowdin_spin": [2.44, 0.00, 0.13, 0.01, 0.29, 0.02, 0.01, 0.03, 0.00, 0.00, 0.05, 0.00, 0.00, 0.00, 0.00, 0.00, 0.00, 0.00, 0.01], "e_lumo_ev": [0.4202, -0.1440], "orbital_gap_ev": [6.6, 9.1], "energy_ha": -2104.3361, "multiplicity": 4}



[2]
{"formula": "C5H8FO5S", "method": "wB97M-V/def2-TZVPD", "species": ["S", "F", "O", "O", "O", "O", "O", "C", "C", "C", "C", "C", "H", "H", "H", "H", "H", "H", "H", "H"], "xyz": [[1.9697, -2.9560, 0.3962], [3.8432, -1.5111, -0.3778], [0.0461, 0.3330, -0.6975], [0.7670, -2.9225, 1.2857], [2.7918, -4.1322, 0.4452], [-1.7510, 1.5255, 0.2142], [1.2288, -2.8574, -1.0822], [-0.7775, -0.7374, -1.1582], [0.5756, 2.3366, 0.2382], [2.7640, -1.3456, 0.5411], [1.8356, 2.1718, -0.0857], [-0.5542, 1.3606, -0.0429], [2.6218, 2.8587, -0.0199], [0.0790, 3.3248, 0.5128], [-0.1553, -1.5364, -0.8542], [2.0017, -2.8449, -1.6550], [-0.7744, -0.7898, -2.2568], [2.1286, 1.1124, -0.0599], [3.1789, -1.3744, 1.5584], [-1.8821, -0.8484, -0.7693]], "forces_ev_per_a": [[-3.6, 2.1, 3.1], [0.9, 0.2, -0.3], [-2.6, 1.2, 0.3], [2.2, -0.3, -1.4], [0.3, -0.5, -0.7], [2.5, -0.5, -0.6], [1.4, -0.8, 0.5], [-1.5, -0.8, 0.1], [-3.2, 2.8, 0.1], [-0.9, -0.9, -0.4], [0.0, -2.6, 1.2], [0.5, -0.3, 0.1], [0.7, 1.3, 0.1], [1.1, -1.0, -0.3], [-0.4, -1.2, 0.3], [0.1, 0.1, -0.8], [-0.1, 0.5, 0.2], [0.2, 0.2, -1.0], [0.1, -0.2, 0.0], [2.4, 0.8, -0.4]], "lowdin_charge": [0.59, -0.23, -0.07, -0.39, -0.35, 0.05, -0.24, -0.06, -0.09, -0.31, 0.04, -0.47, 0.04, 0.11, 0.02, 0.06, 0.09, 0.05, 0.02, 0.13], "charge": -1, "e_lumo_ev": 3.5219, "orbital_gap_ev": 7.2, "energy_ha": -1069.5068}



[3]
{"formula": "C5H8IrO3", "method": "wB97M-V/def2-TZVPD", "species": ["Ir", "O", "O", "O", "C", "C", "C", "C", "C", "H", "H", "H", "H", "H", "H", "H", "H"], "xyz": [[-2.1492, -2.0030, -1.1980], [0.0156, -0.1296, 1.1739], [-1.9642, -0.8681, 0.2432], [-0.2543, -0.0150, -1.0953], [0.2701, -0.8013, -3.1930], [-1.0940, 0.0293, 0.1232], [1.3534, 0.8769, 2.8403], [0.1849, 0.8302, 1.9705], [-0.5653, -0.8768, -1.9894], [0.9868, 0.9353, 3.8772], [2.0230, 0.0237, 2.6958], [-0.4091, -0.6391, -4.0461], [1.8626, 1.8375, 2.6568], [-1.3464, 1.1210, 0.2895], [0.7056, -1.7998, -3.3632], [1.0441, -0.0252, -3.1573], [-0.6637, 1.5040, 2.1717]], "forces_ev_per_a": [[-1.2, -3.2, -3.0], [-0.7, -0.8, -2.1], [-1.9, -0.9, 1.8], [-1.1, -0.3, 0.6], [-0.7, -0.8, -0.1], [4.8, 5.3, 2.1], [-0.3, -0.5, -0.7], [0.3, 0.3, 2.7], [1.4, 1.3, 0.0], [0.0, 0.2, 0.0], [0.0, 0.2, 0.0], [0.0, -0.1, -0.2], [0.0, 0.1, 0.1], [-0.7, -1.2, -0.8], [0.0, 0.0, -0.2], [-0.2, -0.1, 0.3], [0.4, 0.4, -0.5]], "lowdin_spin": [3.06, 0.04, 0.50, 0.03, 0.05, 0.08, 0.00, 0.00, 0.20, 0.00, 0.00, 0.00, 0.00, 0.01, 0.00, 0.01, 0.00], "charge": 3, "e_lumo_ev": [-15.0866, -18.0414], "orbital_gap_ev": [9.0, 7.1], "energy_ha": -523.7888, "multiplicity": 5}



[4]
{"formula": "C5H8KO4", "method": "wB97M-V/def2-TZVPD", "species": ["K", "O", "O", "O", "O", "C", "C", "C", "C", "C", "H", "H", "H", "H", "H", "H", "H", "H"], "xyz": [[-2.1291, -1.0237, 0.0579], [-0.6529, 1.1746, 3.7889], [0.0361, -0.4437, 2.2772], [-0.7676, -1.9880, -2.2629], [-1.3486, 1.1525, 1.2818], [0.8573, 0.3342, 1.4044], [0.3292, -1.7463, -2.8912], [-0.0428, 1.4717, 0.8621], [-0.9649, 0.4193, 2.8538], [0.6054, -0.6333, -3.6123], [1.2441, -0.3570, 0.6458], [0.0237, 1.5290, -0.2381], [0.2785, 2.4408, 1.2734], [-1.8641, -0.2271, 2.9681], [1.5589, -0.5720, -4.1326], [-0.0138, 0.2568, -3.5177], [1.1132, -2.5181, -2.6856], [1.7373, 0.7304, 1.9270]], "forces_ev_per_a": [[0.3, 0.2, 0.3], [-0.3, -0.4, -1.7], [0.2, 0.2, -0.6], [1.6, 1.1, -1.1], [0.4, -0.1, 0.2], [0.4, -0.3, 0.4], [-1.7, -3.3, 3.2], [-0.4, -0.1, 0.1], [0.0, 0.0, 1.4], [0.7, 1.9, -0.8], [-0.2, 0.1, -0.1], [0.0, 0.0, 0.1], [0.0, -0.2, -0.1], [-0.1, 0.2, -0.3], [-0.3, 0.1, 0.0], [-0.1, -0.3, -0.3], [-0.3, 0.5, -0.7], [-0.2, 0.0, 0.1]], "lowdin_spin": [0.00, 0.00, 0.00, 0.36, 0.00, 0.00, 0.09, 0.00, 0.00, 0.50, 0.00, 0.00, 0.00, 0.00, 0.03, 0.02, 0.00, 0.00], "e_lumo_ev": [-0.4815, -3.1117], "orbital_gap_ev": [7.3, 4.7], "energy_ha": -1096.1039, "multiplicity": 2}



[5]
{"formula": "C5H8N", "method": "wB97M-V/def2-TZVPD", "species": ["N", "C", "C", "C", "C", "C", "H", "H", "H", "H", "H", "H", "H", "H"], "xyz": [[-0.8822, 1.0129, 1.0061], [1.2283, -0.6512, 0.3844], [0.5350, 0.9751, 0.4264], [0.7879, -0.3436, -0.8816], [1.4442, 0.2205, 1.3182], [-0.4114, -1.0476, -1.3919], [1.3776, -0.0342, -1.6381], [1.7434, 0.2995, 2.3568], [-0.3951, -1.2593, -2.5754], [-0.4924, -1.9211, -0.7719], [-0.9685, 1.9641, 1.0795], [-1.3738, -0.4540, -1.3030], [-0.9812, 0.3274, 1.7119], [-1.6119, 0.9117, 0.2785]], "forces_ev_per_a": [[0.2, -2.1, -3.7], [0.8, -0.5, 0.8], [1.3, -1.3, -1.3], [-2.8, 0.4, 1.8], [-0.4, 0.7, 0.6], [-1.9, 0.2, -2.6], [2.6, 1.5, -1.8], [0.3, 0.0, -0.4], [0.3, 0.2, 2.9], [-0.6, -0.7, -0.3], [-0.4, 3.2, 2.2], [1.0, -0.5, 0.1], [-0.7, -0.2, 1.7], [0.4, -0.9, 0.0]], "lowdin_charge": [0.21, 0.00, -0.04, -0.15, 0.02, -0.05, 0.11, 0.13, 0.15, 0.08, 0.12, 0.09, 0.15, 0.16], "charge": 1, "e_lumo_ev": -4.0263, "orbital_gap_ev": 9.6, "smiles": "C[C@@H]1C2=C[C@]21[NH3+]", "energy_ha": -249.5965}



[6]
{"formula": "C5H8N", "method": "wB97M-V/def2-TZVPD", "species": ["N", "C", "C", "C", "C", "C", "H", "H", "H", "H", "H", "H", "H", "H"], "xyz": [[-2.2941, 0.3104, 0.1533], [0.2408, -0.0253, 0.5119], [1.5719, 0.0683, 0.1245], [2.8352, 0.1009, -0.0740], [-0.2578, -1.3395, -0.1476], [-0.8972, 0.0573, -0.4754], [3.1372, 1.0587, -0.5671], [0.4618, -1.7958, -0.8537], [0.1158, 0.3444, 1.6097], [-0.8143, 0.5499, -1.3396], [-2.8523, -0.0756, -0.6295], [3.6289, -0.4745, 0.3143], [-2.3929, -0.1425, 1.0202], [-2.4830, 1.3635, 0.3529]], "forces_ev_per_a": [[1.6, 2.6, -2.2], [1.7, 1.8, 2.2], [-1.2, 0.3, 0.2], [-0.4, 2.1, -0.5], [-2.1, 1.2, 0.0], [1.1, -4.7, 3.2], [-0.1, -0.6, 0.6], [-0.7, 0.6, 0.1], [-0.1, -0.8, -1.8], [0.2, 2.1, -3.1], [-0.6, 0.3, 1.2], [0.6, -1.3, -0.1], [-0.3, -1.5, 1.3], [0.3, -2.1, -0.9]], "lowdin_charge": [0.23, -0.30, 0.04, 0.11, 0.03, -0.22, 0.13, 0.08, 0.19, 0.10, 0.18, 0.09, 0.13, 0.22], "charge": 1, "e_lumo_ev": [-4.8485, -4.8481], "orbital_gap_ev": [7.2, 7.2], "energy_ha": -249.5776}



[7]
{"formula": "C5H8N", "method": "wB97M-V/def2-TZVPD", "species": ["N", "C", "C", "C", "C", "C", "H", "H", "H", "H", "H", "H", "H", "H"], "xyz": [[-1.2280, 0.1769, -0.0592], [-2.5001, 0.7214, -0.3204], [-0.0023, 0.1316, 0.1255], [0.7155, -1.1458, 0.1975], [-2.2792, -0.5948, -0.3766], [0.8955, 1.2991, 0.2887], [1.4700, 1.0515, 1.1505], [-2.5458, -1.6440, -0.6405], [1.6064, -1.1962, -0.5319], [1.0663, -1.0911, 1.3097], [1.6449, 1.4425, -0.5155], [0.1007, -2.1112, -0.0537], [-2.8571, 1.6364, -0.5095], [0.3730, 2.2266, 0.4193]], "forces_ev_per_a": [[1.3, 0.7, 0.4], [1.2, -5.2, 0.1], [2.7, 0.5, -0.9], [0.6, -2.4, 0.4], [-3.6, 0.2, -0.9], [-0.1, 0.4, -0.5], [0.6, 0.3, 0.9], [0.3, 1.2, 0.4], [-1.2, 0.4, 1.4], [-0.2, -1.0, -2.0], [-0.7, -0.4, 0.1], [1.0, 1.9, 0.9], [-1.6, 3.1, -0.5], [-0.2, 0.5, 0.2]], "lowdin_charge": [0.00, 0.23, -0.34, -0.01, 0.14, 0.01, 0.08, 0.17, 0.13, 0.14, 0.12, 0.12, 0.10, 0.09], "charge": 1, "e_lumo_ev": -4.4828, "orbital_gap_ev": 10.0, "smiles": "CC(C)=[N+]1C=C1", "energy_ha": -249.6656}



[8]
{"formula": "C5H8N", "method": "wB97M-V/def2-TZVPD", "species": ["N", "C", "C", "C", "C", "C", "H", "H", "H", "H", "H", "H", "H", "H"], "xyz": [[-2.3310, 0.0416, 0.0336], [2.8736, 0.0692, 0.1200], [-1.2707, 0.4251, -0.6062], [0.4690, 0.1601, -0.3643], [1.4894, -0.0309, 0.5679], [-3.4592, -0.4031, 0.4204], [1.2541, -0.4126, 1.5390], [3.2840, -0.8749, -0.1811], [3.4938, 0.4120, 0.9614], [0.7530, 0.2314, -1.4235], [-3.7537, -1.3806, 0.2628], [-1.5449, 0.8816, -1.5104], [2.8890, 0.6758, -0.7424], [-4.1463, 0.2053, 0.9228]], "forces_ev_per_a": [[0.9, -0.1, -0.7], [0.5, -0.3, 0.9], [1.4, -2.7, 3.9], [-1.3, 0.7, -0.5], [-4.2, -0.5, -1.8], [2.8, 1.8, -0.6], [-0.1, 0.4, 0.8], [0.1, -0.8, 0.0], [-0.1, 0.2, -0.5], [0.1, 0.5, 0.6], [-0.3, -2.1, -0.8], [0.2, 0.6, -1.5], [0.5, 1.0, -0.8], [-0.6, 1.2, 1.0]], "lowdin_charge": [0.09, -0.08, 0.12, 0.03, -0.12, 0.19, 0.11, 0.10, 0.11, 0.08, 0.10, 0.11, 0.07, 0.10], "charge": 1, "e_lumo_ev": -5.3248, "orbital_gap_ev": 8.6, "smiles": "C=[N+]=C/C=C/C", "energy_ha": -249.6685}



[9]
{"formula": "C5H8N", "method": "wB97M-V/def2-TZVPD", "species": ["N", "C", "C", "C", "C", "C", "H", "H", "H", "H", "H", "H", "H", "H"], "xyz": [[0.5508, 0.5608, -0.4466], [1.7642, 0.2757, -0.1122], [2.6579, -0.8046, 0.0700], [-0.6110, -0.3518, -0.4028], [3.1172, 0.4834, 0.2285], [-1.8715, 0.1533, 0.4080], [3.9693, 1.0663, 0.4624], [-0.8557, -0.4309, -1.3770], [-2.6459, -0.6216, 0.3955], [-2.2806, 0.9667, 0.0156], [0.4102, 1.5241, -0.5849], [-1.4839, 0.4789, 1.3168], [2.9085, -1.8750, 0.1321], [-0.1548, -1.2016, -0.0674]], "forces_ev_per_a": [[0.5, 0.8, 1.0], [1.0, -1.9, 0.0], [0.6, 1.9, 0.7], [-0.8, 2.7, 1.5], [-1.8, -2.6, -0.7], [2.9, -3.7, -0.4], [0.4, 0.7, 0.0], [-1.1, -0.8, -3.3], [0.5, 0.0, 0.5], [-1.6, 3.5, -2.3], [-0.7, 1.4, -0.2], [0.0, -0.1, 2.2], [-0.3, 0.8, -0.1], [0.4, -2.7, 1.1]], "lowdin_charge": [0.10, -0.18, 0.19, -0.12, 0.20, 0.00, 0.12, 0.09, 0.11, 0.03, 0.16, 0.06, 0.15, 0.09], "charge": 1, "e_lumo_ev": -4.2183, "orbital_gap_ev": 11.0, "smiles": "CC[NH+]=c1cc1", "energy_ha": -249.7109}



[10]
{"formula": "C5H8N", "method": "wB97M-V/def2-TZVPD", "species": ["N", "C", "C", "C", "C", "C", "H", "H", "H", "H", "H", "H", "H", "H"], "xyz": [[0.8279, -0.9201, 0.0661], [-1.1504, 1.7124, -0.2083], [-0.2246, 1.0452, -1.1477], [0.3125, -0.2786, -0.9016], [-1.0470, 1.6694, 1.1379], [1.2437, -2.2018, 0.3951], [0.1023, -0.8779, -1.8499], [-0.2123, 1.2441, 1.7572], [-1.7741, 2.3262, 1.6408], [1.3793, -2.9131, -0.3355], [0.3053, -2.5543, 0.9750], [-0.0699, 1.5824, -2.1149], [2.1921, -2.2423, 1.0641], [-1.8848, 2.4082, -0.4784]], "forces_ev_per_a": [[-0.1, 4.0, 0.3], [2.2, -1.8, -0.6], [-1.4, 1.6, 2.3], [0.4, -2.8, -1.4], [0.8, 0.2, 1.1], [-0.5, -0.4, 3.1], [0.2, 0.7, 0.3], [-1.1, 0.0, -0.9], [0.5, -0.5, 0.1], [0.2, -1.4, -2.3], [1.6, 0.2, -0.3], [-0.1, -1.1, 0.6], [-1.9, 0.5, -0.9], [-0.8, 0.8, -1.5]], "lowdin_charge": [0.02, -0.09, 0.15, -0.14, 0.16, -0.09, 0.17, 0.12, 0.10, 0.05, 0.15, 0.15, 0.13, 0.10], "charge": 1, "e_lumo_ev": [-7.4121, -7.4134], "orbital_gap_ev": [6.7, 6.6], "energy_ha": -249.6434}



[11]
{"formula": "C5H8N", "method": "wB97M-V/def2-TZVPD", "species": ["N", "C", "C", "C", "C", "C", "H", "H", "H", "H", "H", "H", "H", "H"], "xyz": [[-1.8933, -0.1908, 1.2132], [-0.4693, 0.0001, -1.1161], [0.6801, 0.4929, -1.0689], [2.1054, 0.8120, -1.1829], [-1.1102, -0.8627, 0.2936], [-0.6981, -0.7115, 1.7348], [-0.8483, -1.5271, 2.4444], [-1.5848, -1.6940, -0.0940], [2.7374, 0.1847, -1.9145], [0.0013, 0.0458, 2.0436], [2.6039, 0.7839, -0.2060], [-1.3232, 0.1254, -1.8332], [-2.3063, 0.7224, 1.1784], [2.1053, 1.8189, -1.4923]], "forces_ev_per_a": [[-1.3, -0.1, -1.2], [-1.6, -0.1, 1.1], [1.1, -1.2, -0.4], [0.0, -1.7, -0.3], [0.3, 2.3, 0.4], [0.4, 0.2, 0.7], [0.3, 0.0, -0.3], [-0.1, -1.9, -1.3], [-1.5, 0.7, 1.1], [0.8, -0.1, -0.3], [-0.2, 0.0, 0.0], [1.1, -0.1, 0.7], [0.2, 0.3, 0.2], [0.3, 1.6, -0.4]], "lowdin_charge": [0.04, 0.09, 0.09, -0.01, -0.15, -0.08, 0.12, 0.12, 0.15, 0.11, 0.12, 0.17, 0.15, 0.09], "charge": 1, "e_lumo_ev": [-6.2940, -6.2943], "orbital_gap_ev": [7.7, 7.7], "energy_ha": -249.6249}



[12]
{"formula": "C5H8N", "method": "wB97M-V/def2-TZVPD", "species": ["N", "C", "C", "C", "C", "C", "H", "H", "H", "H", "H", "H", "H", "H"], "xyz": [[-0.3595, 0.8766, -0.6201], [-0.0862, 1.8929, -1.2355], [0.0666, -0.6636, 0.3772], [-1.2572, -0.4825, 1.0653], [-1.0574, -0.2814, -0.4852], [1.5197, -1.1007, 0.4626], [-1.6634, -1.4971, 1.3727], [1.7713, -1.8303, -0.2266], [1.7638, -1.3434, 1.6110], [2.1415, -0.1280, 0.2102], [-1.2661, 0.4242, 1.7081], [-1.7822, -0.7709, -1.1448], [0.8564, 2.5327, -1.1566], [-0.6473, 2.3714, -1.9385]], "forces_ev_per_a": [[1.0, -2.1, 2.3], [3.3, 2.6, 0.0], [0.3, 0.6, -0.2], [2.2, 0.3, -0.3], [-2.4, -1.7, 0.6], [-0.2, 3.6, 3.3], [0.3, 1.5, -0.4], [0.4, -1.6, -1.2], [-0.5, 0.3, -2.8], [-1.1, -2.0, 0.5], [-0.7, -1.0, -0.3], [0.7, 0.2, -0.2], [-0.8, -1.4, 0.9], [-2.4, 0.6, -2.1]], "lowdin_charge": [0.06, 0.12, -0.07, 0.04, -0.19, 0.01, 0.16, 0.05, 0.15, 0.14, 0.13, 0.17, 0.14, 0.08], "charge": 1, "e_lumo_ev": -4.8214, "orbital_gap_ev": 10.1, "energy_ha": -249.6295}